Record 1
Here is the molecule C6H8 at a distorted geometry from the Open Molecules 2025 dataset. Energies are from ωB97M-V/def2-TZVPD.

ORCA input file:
```
! wB97M-V def2-TZVPD RIJCOSX def2/J DEFGRID3
* xyz 0 1
H -1.2563 -0.2812 -1.6434
H 0.5128 -2.1086 -0.6344
H 0.3319 1.1176 2.1610
C -0.0073 0.4539 1.3702
H 1.6697 -0.7694 1.1311
C -0.1213 -1.4334 -0.0553
C 0.3850 0.9395 -0.9190
H 0.3935 1.3985 -1.9021
H -1.5426 1.6586 0.1645
H 1.3363 1.0554 -0.4163
C 0.5922 -0.7139 1.0724
C -0.7476 0.9229 0.1592
C -0.5698 -0.2191 -0.8082
H -0.9764 -2.0207 0.3203
*
```

Calculated values
ΔE to the lowest compared entry with this formula, charge and spin = 186.0 kJ/mol
SMILES = C1=C[C@H]2C[C@H]2C1
HOMO-LUMO gap = 9.76 eV

***

Record 2
Here is the molecule C17H16N2O3S4 at a distorted geometry from the Open Molecules 2025 dataset. Energies are from ωB97M-V/def2-TZVPD.

ORCA input file:
```
! wB97M-V def2-TZVPD RIJCOSX def2/J DEFGRID3
* xyz 0 1
C -2.3556 -3.8252 4.0320
H 0.6548 6.7008 1.4382
C 0.7571 -1.0253 -1.3152
C -2.7712 -4.5436 0.2487
O -1.7953 -5.4135 0.8029
C -0.8610 -5.9413 2.9743
H 0.4343 7.8748 -2.7488
C -1.6880 -5.1947 2.1453
C 0.5158 7.4145 -0.5944
H 2.5088 1.1444 -1.7135
H -2.9772 -3.0615 4.4574
H -0.1527 -6.6541 2.5914
H 0.9341 1.8012 -1.3297
S 1.4547 5.2389 -3.9274
C -2.3730 -4.1168 2.6572
H -1.3815 -4.3363 5.9184
S -3.2555 -3.1943 1.4213
H 0.4103 -0.1934 -3.1481
H -3.6661 -5.1852 0.0338
H -0.5788 -2.6835 0.3167
C 1.7014 5.0120 -1.3885
S 1.5428 2.1377 -3.6968
C 0.7724 7.1886 -1.9567
C 2.3238 3.7619 -3.2167
H 1.7268 4.5453 0.7161
C 1.5024 1.2366 -2.0826
H 3.3971 3.7384 -3.5414
O 1.2319 -0.8322 -0.2188
N 0.0258 -2.1631 -1.6350
H 0.0899 8.3670 -0.2798
C -0.7139 -5.5704 4.3263
C -1.4971 -4.5679 4.8592
C 0.8391 6.4653 0.3905
O 2.2647 3.8524 -1.7844
C 1.4561 5.2816 -0.0374
N 0.8862 -0.0393 -2.2903
S -2.0565 -3.7697 -1.2645
C 1.2824 5.9341 -2.3501
H 0.2979 -3.9591 -0.5740
H -0.4122 -2.1316 -2.5385
C -0.4254 -3.1540 -0.6714
H -0.0496 -6.1394 4.9742
*
```

Calculated values
ΔE to the lowest compared entry with this formula, charge and spin = 56.0 kJ/mol
SMILES = O=C(NCS[C@H]1Oc2ccccc2S1)NCS[C@@H]1Oc2ccccc2S1
HOMO-LUMO gap = 8.52 eV

***

Record 3
Here is the molecule C4H8N2O at a distorted geometry from the Open Molecules 2025 dataset. Energies are from ωB97M-V/def2-TZVPD.

ORCA input file:
```
! wB97M-V def2-TZVPD RIJCOSX def2/J DEFGRID3
* xyz 0 1
C 1.0401 -0.8034 -0.4154
H -0.9744 2.5863 0.5539
H -2.1698 -1.5153 0.0128
H -0.4139 0.9213 -1.4278
H 2.6472 -1.6709 -0.0315
C -0.4204 -0.6342 -0.6600
H -0.6315 1.0236 1.3415
H -0.6927 -1.0233 -1.6767
C -0.2214 1.8055 0.6917
N -1.3218 -1.0671 0.3244
N 1.6655 -1.8677 -0.2053
O 1.4719 0.4868 -0.4526
C 0.1646 1.0678 -0.5534
H -0.8735 -1.5631 1.0751
H 0.6285 2.2571 1.2258
*
```

Calculated values
ΔE to the lowest compared entry with this formula, charge and spin = 380.0 kJ/mol
SMILES = [H]/N=C1\O[C@H](C)[C@@H]1N
HOMO-LUMO gap = 9.27 eV

***

Record 4
Here is a 2-piece molecular cluster, C18H35BrN4O3P overall at a distorted geometry from the Open Molecules 2025 dataset. Energies are from ωB97M-V/def2-TZVPD.

ORCA input file:
```
! wB97M-V def2-TZVPD RIJCOSX def2/J DEFGRID3
* xyz 1 1
H 2.8538 4.4793 2.6034
H -5.1462 -0.6877 0.2399
H 1.8141 0.3794 1.4797
C 1.5589 5.8640 1.5515
O 3.3636 -3.0108 -2.1340
H 3.2430 -0.1188 3.0297
H -3.2373 -1.9071 -1.3313
H -4.6163 -0.3225 1.8772
H -3.1020 -3.8628 0.9473
H 0.0695 -1.4816 -1.2102
H -4.8089 -3.7195 1.3336
Br 3.9886 -0.2794 -3.5091
H -0.3186 0.4445 -2.0825
H -4.2547 -4.6066 -0.9671
C 4.3210 -0.8262 1.3393
C 2.7179 -0.8597 -0.6016
O 2.6365 2.4086 1.1127
H -2.3934 -3.2678 -1.4201
C 1.1239 3.7872 -0.1812
H -1.1843 2.8918 -1.6023
H 1.7352 6.6548 2.2750
H -6.4578 -3.3754 -0.5038
C -4.0124 -3.3073 0.7016
H 2.8401 0.2285 -0.6193
H 3.3789 2.3342 0.5019
O -3.7344 -1.9656 1.0634
H 4.8022 -1.2816 -0.6655
C -4.8770 -1.1353 1.1988
C -0.5383 0.1162 0.1050
P 2.5701 -1.5800 -2.3252
C 2.1942 4.6676 1.7606
H 0.1874 6.9596 0.3077
H -0.0004 0.7935 0.7729
H 1.4747 1.7882 -0.9650
H -5.7581 -1.9918 -1.3548
H -0.3888 -2.0121 0.3900
C 0.8185 2.6432 -1.1469
C 3.0991 -0.9095 2.2841
N -3.3064 -2.8753 -1.6369
C 0.1765 -1.2409 -0.1472
H -5.9534 -3.5193 -2.1862
C -4.3087 -3.5287 -0.7884
H 3.8718 -2.4004 0.1106
H -1.9440 0.7694 -1.3614
N 1.7999 -0.6265 1.6600
N -0.5997 2.2972 -1.0327
H -1.4849 -0.1129 0.6043
H -0.1677 5.0969 -1.2672
H 1.8195 -2.3892 0.5923
C 1.6167 -1.3199 0.3886
H 4.7505 0.1760 1.2594
C -5.6973 -3.0720 -1.2258
C -0.8623 0.8782 -1.2241
H -5.7284 -1.6786 1.6156
H 1.0499 2.9915 -2.1698
C 1.9697 3.6229 0.8831
N 4.0215 -1.3931 -0.0118
H 3.0643 -1.8455 2.8528
H 5.1117 -1.4540 1.7711
H 3.6358 -3.3240 -3.0106
C 0.7149 6.0232 0.4771
C 0.4881 4.9934 -0.4084
*
```

Calculated values
HOMO-LUMO gap = 8.16 eV

***

Record 5
Here is C40H32BBrF9N3O11S2 as an isolated structure at a distorted geometry from the Open Molecules 2025 dataset. Energies are from ωB97M-V/def2-TZVPD.

ORCA input file:
```
! wB97M-V def2-TZVPD RIJCOSX def2/J DEFGRID3
* xyz 0 1
C 6.7873 -2.9617 -4.7089
H 5.6581 -0.1468 1.8921
O -1.9280 -2.6515 3.2511
H 0.7802 1.1834 1.8754
H 3.6391 -0.8051 2.1403
C -3.5760 -0.9895 2.9951
O 0.3134 2.7003 0.3072
O -6.5197 -0.6035 4.9378
F -3.1809 2.6888 -0.5923
O 6.8200 -2.4257 -2.4171
H 8.0249 -4.6673 -1.9156
H -4.3480 2.8164 10.0565
C -4.7267 -0.4807 3.4157
H -0.4712 3.9485 -8.9499
C -4.8721 -2.2694 5.2011
S 2.6677 -3.5793 -2.5542
N -0.0738 0.7405 -4.0816
H 2.2441 2.9087 1.5555
H 5.1051 -2.9763 1.2923
C 2.7690 1.9683 1.6546
N 3.1513 -3.0770 -1.1259
C -5.0896 0.5243 -1.7561
C 7.7985 -4.4968 -2.9604
C 8.1134 -5.3719 -3.9114
C 7.1014 -3.8361 -5.6606
C -2.9771 -2.1849 3.6365
C 0.8026 0.3158 -0.7198
H -5.1674 0.3910 2.9478
C -4.8519 2.0206 9.5230
H 6.2853 -2.0266 -4.9237
F -3.0022 1.0632 -2.6548
H 3.3928 2.0849 -0.3808
H -2.1259 5.8052 -8.7945
Br 5.2325 3.1842 0.9367
C 2.5421 -1.1187 0.2936
C -1.4556 3.5716 -5.6109
C 3.4966 -1.5665 1.3871
C -0.7240 3.2972 -6.8734
O -1.1242 -1.3172 -3.3778
C -2.3382 4.5639 -5.5288
C -3.5289 0.5463 -1.5509
C 1.7115 -0.0149 0.3786
C -5.7877 1.1767 7.3181
C 0.7333 -0.4789 -1.8473
C -1.8985 5.1582 -7.9569
C 7.1098 -3.2226 -3.2840
F -5.6248 1.7202 -1.5972
H -0.0411 0.4033 -5.0385
H -5.9587 1.3638 6.2669
H 0.7727 1.2711 -3.9210
O -3.4363 6.3372 -6.6221
O -0.6369 2.2793 -1.8480
F -5.6685 -0.3702 -0.9793
O 8.0788 -5.9074 -6.2032
C 2.4796 -1.9450 -0.8675
O -4.7461 3.2766 7.5356
F -3.1380 -0.7190 -1.4132
H -5.0646 0.7040 11.1687
C -6.1710 0.0493 7.9120
H -3.2703 -3.6548 5.2378
O -6.2731 -1.2072 9.8998
H -2.8809 4.7827 -4.6179
C -1.7692 1.1072 0.3557
C -5.0979 2.2505 8.0763
H 3.2376 2.0077 2.6370
H -1.3911 -1.2716 -4.3006
F -1.5584 -0.1887 0.6444
N 1.6088 -2.4572 -2.9553
C -3.1513 1.3829 -0.3126
H -1.2274 2.9237 -4.7712
C 6.0374 -1.0851 1.5022
H 3.0307 -2.4144 1.8885
C -3.7198 -2.7842 4.7775
H 6.7639 -0.8701 0.7234
H 8.6150 -6.3070 -3.6974
H 6.5851 -1.5954 2.2897
H 4.3088 0.9087 0.5239
C -1.0154 4.1674 -8.0398
C 7.7909 -5.1111 -5.3374
C 4.9178 -1.9820 0.9048
S -0.2547 1.7324 -0.5830
C -2.6311 5.4349 -6.6941
C -5.4695 -1.0732 4.5519
H -6.6750 -0.7429 7.3758
H 5.0252 -1.9458 -0.1676
C -5.2344 0.8935 10.1164
C 1.5862 -1.6089 -1.9094
H -5.4253 -2.6939 6.0297
H 6.8740 -3.6653 -6.7051
C 1.7643 0.7897 1.6661
H 1.9811 0.1363 2.4973
C 3.8418 1.8801 0.5855
O 0.0844 2.3942 -6.9529
F -5.3092 0.1491 -3.0225
B -0.1974 -0.3359 -3.1401
F -1.7982 1.7637 1.5170
F -4.1001 1.1691 0.6253
H -3.0363 -0.5512 2.1720
C -5.9247 -0.1802 9.3575
*
```

Calculated values
HOMO-LUMO gap = 7.57 eV

***

Record 6
Here is the molecule C5H4N4 at a distorted geometry from the Open Molecules 2025 dataset. Energies are from ωB97M-V/def2-TZVPD.

ORCA input file:
```
! wB97M-V def2-TZVPD RIJCOSX def2/J DEFGRID3
* xyz 0 1
C -0.3084 -0.7328 -0.5050
N -0.0934 0.4335 0.3588
N 0.4187 -1.8849 -0.0813
H -2.2664 0.7896 -1.2617
N -0.7036 -0.5650 -1.6386
H -1.5458 0.8281 -2.9584
C -1.2775 0.7376 -1.9060
C 1.0678 -1.5371 0.9165
C 0.7500 -0.0054 1.2433
H -0.6197 1.6845 -1.3607
H 2.0147 -1.9963 1.5283
N 1.3873 1.5062 3.2967
C 1.1763 0.7421 2.3682
*
```

Calculated values
ΔE to the lowest compared entry with this formula, charge and spin = 395.1 kJ/mol
SMILES = C/N=C1/N=CC(C#N)=N1
HOMO-LUMO gap = 8.82 eV

***

Record 7
Here is a 2-piece molecular cluster, C4H4O4 overall at a distorted geometry from the Open Molecules 2025 dataset. Energies are from ωB97M-V/def2-TZVPD.

ORCA input file:
```
! wB97M-V def2-TZVPD RIJCOSX def2/J DEFGRID3
* xyz -2 3
H 0.7714 -1.9659 -0.4785
O 0.1121 0.2912 3.1724
H -0.8045 0.9722 -1.6077
O -2.5821 1.6814 -2.2158
C -1.6118 0.9985 -2.4223
O 2.0916 0.7030 2.2514
H 1.1311 0.4573 0.0705
C 0.4698 -1.5127 0.5013
H 0.2524 -2.2778 1.2200
C 0.8958 0.3848 2.2434
O -1.3851 0.4728 -3.5068
C 0.6594 -0.2049 0.7721
*
```

Calculated values
ΔE to the lowest compared entry with this formula, charge and spin = 0.0 kJ/mol
HOMO-LUMO gap (spin up / spin down) = 4.78 / 6.12 eV

***

Record 8
Here is a 9-piece molecular cluster, C56H67ClF25NO23S overall at a distorted geometry from the Open Molecules 2025 dataset. Energies are from ωB97M-V/def2-TZVPD.

ORCA input file:
```
! wB97M-V def2-TZVPD RIJCOSX def2/J DEFGRID3
* xyz 0 1
H 1.2965 -14.7981 7.9339
H 8.8960 6.9736 -3.7414
O -7.0815 4.1128 2.4178
C -7.2977 4.3806 1.1415
H 0.7354 8.1839 -8.7254
H 2.9323 -14.7555 7.2482
C -5.7821 2.0336 2.3725
H -8.4619 -1.5446 3.1553
O 0.9592 0.8817 5.0446
C -1.3818 0.3726 5.4468
H 7.3637 6.8499 -11.5496
F 5.7089 1.9137 -5.2824
H 0.1499 -6.9402 5.7796
F 5.4337 1.8407 -3.1375
H 8.1578 3.8899 -11.3653
C -0.0997 -2.3666 5.3474
H 8.0158 5.8182 -2.7366
C 2.0408 0.5693 4.3063
H 0.9652 5.1345 -8.8440
H 8.4202 5.6244 -5.7676
F 5.4380 6.2980 1.7913
H 0.1025 7.1907 -10.0298
H -3.6464 -0.6001 -6.5326
C 0.8789 7.2528 -9.2682
C 6.2615 2.2326 -4.1049
H 4.6568 -1.3433 4.9543
C 9.3875 6.7116 -8.0916
O -0.8481 -4.9525 4.1924
H -7.9488 -3.0671 3.9227
H 3.0300 -1.7688 4.4131
C -6.8928 -1.8405 -1.6524
H 6.9100 6.0853 -4.9928
F -1.4472 -11.5390 8.7269
H -0.5647 1.5491 3.8561
F 8.5458 7.5086 -7.4155
H 0.1589 -6.1510 7.3582
H 4.1044 0.8740 4.7446
C -1.9065 -4.6868 4.6942
H -5.1392 -2.7578 7.2012
O -2.3100 -6.9742 5.5126
C 6.3443 5.4027 2.1980
C -3.3836 2.1367 -9.4736
C -2.8235 -5.7994 5.1280
H -7.1761 2.6969 3.8626
H -5.7736 1.0021 2.7160
H 6.3537 5.5410 -10.9693
F -8.3979 6.4460 1.4728
C -0.2974 0.6384 4.3869
H 0.1854 -3.4022 5.2518
C 8.6026 5.9286 -3.6476
O 5.8548 4.4723 -3.3200
H -0.1288 6.0497 -7.8032
C -7.0684 2.7143 2.7804
H 1.2107 -1.3252 6.7246
C 2.1306 -14.1485 7.6667
C -1.5840 -2.1909 5.1329
O -5.6652 -4.3144 3.8358
H -4.9232 2.5569 2.7966
O 1.7055 5.6670 -11.2952
F -5.3865 -2.7801 -5.4418
O -7.4938 3.5937 0.2628
C -6.6611 -1.9797 5.8678
H -3.6208 1.8633 -6.2913
C -4.4120 -1.8704 4.8950
C 0.8313 6.0775 -8.3165
H -0.7972 -4.1397 9.5278
H 3.2834 1.3045 0.3771
F -0.8798 -9.9066 7.4188
F 7.3992 1.5400 -3.9859
O 7.8807 5.9886 -9.7247
O -5.7152 -1.1506 2.6040
F 4.2021 5.8272 -12.2770
F -4.3461 -1.0256 -4.7076
H 2.9294 3.0401 0.4779
F -3.4080 -2.9696 -4.6099
C 0.5299 -3.1386 7.6982
H -7.9414 2.2195 2.3554
F -4.1135 0.4228 5.2378
F -1.3011 3.1636 -9.9873
H 3.6344 2.2033 1.8504
C -6.3536 -1.6502 3.4919
C -0.4638 -10.6825 8.4340
C 0.8321 -11.4157 8.0479
C 3.2686 0.2914 5.1150
H -2.0463 1.2244 5.4398
C -4.1424 -5.5936 5.0528
O 0.5627 -12.3421 7.1444
C -3.7562 1.4083 -7.2699
H -6.2876 -3.9595 6.6216
C 6.5062 3.7487 -4.0150
H -6.6816 -1.1966 0.3899
H 5.7426 1.8150 0.5142
H 2.4982 -12.4344 6.3887
H -5.9006 -0.1383 -0.7957
O 7.4903 4.0907 -4.8247
H -7.1103 -2.8855 -1.4324
C -3.8208 -3.1221 4.7500
C -6.1817 -2.9252 6.9371
O 5.9222 3.0857 2.7225
C 9.0052 6.6664 -9.5813
F 4.7454 6.9088 -10.4827
F 9.3292 5.4852 -7.5381
C -6.1170 -1.1762 -0.5374
H 1.3357 -13.5880 5.7518
C -7.2997 5.9052 0.9274
H 9.1935 5.1584 -12.0022
H 2.4933 -13.6855 8.5829
O -7.7724 -1.5375 5.9223
O 1.9025 -11.1372 8.5004
O -4.1566 1.3563 -9.9442
H -5.1643 -1.6730 -0.3626
H -7.8424 -1.3326 -1.8050
H -0.9152 0.3779 6.4258
C -3.1682 0.0155 -7.2836
C -5.1795 -2.5640 -3.0890
H 3.0762 0.6219 6.1341
C 1.6868 -13.1079 6.6619
H -3.2997 -0.4619 -8.2540
H -4.8246 1.3996 -7.4831
H -2.0604 -7.9947 7.2337
C -2.4323 -3.2899 4.8677
C -4.6540 -4.3248 4.4903
H 1.6275 6.1564 -7.5755
C -2.1602 -0.9042 5.2236
C 3.5983 -1.2199 5.1570
H 4.9891 2.6127 -0.8574
H 0.2037 -7.8822 7.2372
C 7.8200 5.4981 -4.8698
H 3.4220 -1.6358 6.1436
O 5.4673 3.8748 0.6592
F 7.4935 5.6518 1.5543
O 2.0256 0.5393 3.1105
C 3.6351 2.2592 0.7645
H -2.1883 -6.2636 7.4781
H -2.0962 0.0523 -7.0832
O -3.0838 2.2905 -8.1946
O -6.2015 -1.7443 -2.9181
H 1.1787 -2.8921 8.5332
C -2.5994 3.1625 -10.3123
F -3.0809 4.3960 -10.1008
C 7.3710 5.8708 -11.0721
O -4.7745 -3.3873 -2.3239
C 5.8768 3.9641 1.9106
F -0.2780 -9.9017 9.4946
F 6.5495 5.5798 3.4996
C 2.4259 6.5225 -10.8764
O 9.6460 7.1995 -10.4369
F 10.6161 7.1794 -7.9225
F 3.8276 7.9480 -12.1467
H 9.4992 5.3173 -3.5368
O 2.1706 7.3782 -9.9016
N -5.8127 -1.5546 4.8113
F -6.2305 6.4755 1.4949
C 8.1555 4.8541 -11.8749
H 7.7100 4.7337 -12.8616
Cl -5.2658 -6.7886 5.5294
H -6.7742 -2.7114 7.8163
C 0.3109 -1.9246 6.7904
H -0.4958 -1.3773 7.2574
C -7.6777 -2.2928 3.2196
S -1.1136 -3.6129 8.3378
C 5.0137 2.5727 0.2276
C -4.5665 -2.3334 -4.4810
C 3.8240 6.8033 -11.4548
H 0.9850 -3.9650 7.1596
H -7.5860 -2.7374 2.2344
H 0.4683 -1.8206 4.6029
C -0.2314 -6.9950 6.7939
C -3.5479 -0.7897 5.1169
H -0.2176 -0.1388 3.6371
C -1.7561 -7.0324 6.8449
F -2.7045 2.8907 -11.6079
H -5.6585 2.0324 1.2902
F -7.2898 6.1985 -0.3683
*
```

Calculated values
SMILES = CCOC1=C(Cl)C(=O)c2c(c(CCCS)c(CCOC(=O)CC)c(F)c2N(C(C)=O)C(C)=O)C1=O.CCOC(=O)C(F)(F)F.CCOC(=O)C(F)(F)F.CCOC(=O)C(F)(F)F.CCOC(=O)C(F)(F)F.CCOC(=O)C(F)(F)F.CCOC(=O)C(F)(F)F.CCOC(=O)C(F)(F)F.CCOC(=O)C(F)(F)F
HOMO-LUMO gap = 8.39 eV

***

Repeat the seventh record exactly.
Here is a 2-piece molecular cluster, C4H4O4 overall at a distorted geometry from the Open Molecules 2025 dataset. Energies are from ωB97M-V/def2-TZVPD.

ORCA input file:
```
! wB97M-V def2-TZVPD RIJCOSX def2/J DEFGRID3
* xyz -2 3
H 0.7714 -1.9659 -0.4785
O 0.1121 0.2912 3.1724
H -0.8045 0.9722 -1.6077
O -2.5821 1.6814 -2.2158
C -1.6118 0.9985 -2.4223
O 2.0916 0.7030 2.2514
H 1.1311 0.4573 0.0705
C 0.4698 -1.5127 0.5013
H 0.2524 -2.2778 1.2200
C 0.8958 0.3848 2.2434
O -1.3851 0.4728 -3.5068
C 0.6594 -0.2049 0.7721
*
```

Calculated values
ΔE to the lowest compared entry with this formula, charge and spin = 0.0 kJ/mol
HOMO-LUMO gap (spin up / spin down) = 4.78 / 6.12 eV